(1)
15
Properties=species:S:1:pos:R:3 method="wB97M-V/def2-TZVPD" homo_ev=-8.00 spin_multiplicity=1 e_lumo_ev=-0.03
C -1.49296 -0.73876 1.28567
C -0.88674 -0.25283 0.06939
C -0.57765 0.08432 -1.93484
C 0.75551 0.15418 -1.40894
C 0.42010 0.17961 0.02121
C 1.29987 0.52550 0.91673
H -2.33549 -1.57366 0.96075
H -0.78074 -1.11613 2.18754
H -1.92336 0.26667 1.62231
H -0.73478 0.00440 -3.01457
H 1.58898 0.40837 -1.97846
H 1.17177 0.34844 2.05419
H 2.51016 0.96500 -0.35099
N -1.48899 -0.14366 -1.04041
O 2.47432 0.88856 0.61042

---

(2)
15
Properties=species:S:1:pos:R:3 method="wB97M-V/def2-TZVPD" homo_ev="-8.56 / -8.56" spin_multiplicity=1 e_lumo_ev="-1.01 / -1.01"
C 0.98417 0.28384 -1.78362
C -0.68942 -0.38112 1.81362
C -0.08998 0.38502 0.63364
C 1.43500 0.25615 0.42697
N 1.84081 0.14615 -0.77501
C -0.66874 -0.20323 -0.73141
C -1.59088 -0.71071 -1.34886
O -0.12515 1.69261 0.70317
H 2.10264 0.41191 1.26440
H 1.08313 -0.37680 -2.63822
H 0.60145 1.28529 -1.97046
H -0.17202 -0.06523 2.72114
H -1.74164 -0.11563 1.91445
H -0.59650 -1.46265 1.69598
H -2.37287 -1.14560 -1.92579

---

(3)
15
Properties=species:S:1:pos:R:3 method="wB97M-V/def2-TZVPD" smiles="CC1=CN=C[C@H]1C=O" homo_ev=-9.27 spin_multiplicity=1 e_lumo_ev=0.37
C -0.93984 -0.71986 0.35314
C -1.02215 -0.80813 1.76312
C 0.82748 0.16870 1.37463
C -1.86893 0.30684 -0.21900
C 0.33583 0.08063 0.13011
C 1.00855 0.34410 -1.13029
N -0.01616 -0.23458 2.36585
O -2.38839 0.29585 -1.28695
H -1.03581 -1.67413 -0.14939
H -1.91659 -1.22110 2.30316
H 1.80414 0.56024 1.59285
H -1.98217 1.13311 0.46890
H 2.15497 0.19176 -1.10250
H 0.72954 1.34960 -1.77473
H 0.59634 -0.49740 -1.74142

---

(4)
15
Properties=species:S:1:pos:R:3 method="wB97M-V/def2-TZVPD" smiles="O=C[C@@]12C=C[C@@H](C1)N2" homo_ev=-9.33 spin_multiplicity=1 e_lumo_ev=0.40
C 0.77565 1.12520 -1.68693
C 0.33922 0.41114 -0.49718
C -1.13327 0.56831 0.24861
C -0.82801 -0.90891 0.57998
C 0.21114 -0.73099 1.61340
C 0.98829 0.05677 0.92348
H 0.52152 0.48918 -2.77226
H -1.95687 0.87776 -0.44984
H -1.08454 1.30840 0.95473
H -1.60576 -1.79064 0.65405
H 0.23359 -1.74830 -0.94983
H 0.36667 -1.05834 2.67746
H 2.08160 0.19541 1.23368
N -0.33559 -0.98682 -0.75711
O 1.42636 2.19183 -1.77224

---

(5)
15
Properties=species:S:1:pos:R:3 method="wB97M-V/def2-TZVPD" smiles="C#CC=O.CCC#N" homo_ev=-9.95 spin_multiplicity=1 e_lumo_ev=-0.72
C 1.28647 -0.24401 0.38186
C 1.90382 1.11767 0.49365
C 0.23005 -0.20629 -1.00383
N 0.27307 -0.32264 -2.14854
H 0.71318 -0.54898 1.25528
H 1.95360 -1.05178 0.09122
H 2.48846 1.17554 1.41554
H 1.12357 1.87953 0.56629
H 2.53671 1.33475 -0.36362
C -1.83675 -1.54945 0.07687
C -1.77389 -0.13051 -0.24962
C -2.55240 0.86014 -0.31871
O -1.09146 -2.12621 0.82965
H -2.64200 -2.08566 -0.45807
H -2.61242 1.89790 -0.56797

---

(6)
15
Properties=species:S:1:pos:R:3 method="wB97M-V/def2-TZVPD" smiles="O=C1C[C@@H]2C=C[C@H]1N2" homo_ev=-8.75 spin_multiplicity=1 e_lumo_ev=0.90
C 0.28429 -1.03201 -0.89125
C -0.61942 0.14444 -1.26384
C -0.75599 0.71440 0.15618
C 0.45872 -0.92599 0.69469
C 1.32726 0.29518 0.90286
C 0.60871 1.31444 0.52701
H -0.18307 0.85834 -2.01747
H -1.57849 -0.26776 -1.61908
H -1.48805 1.54177 0.13654
H -1.60807 -0.98378 0.89893
H 0.72664 -1.87529 1.13657
H 2.37320 0.17589 1.32154
H 0.69030 2.42078 0.50970
N -0.85431 -0.38757 1.07973
O 0.61829 -1.99284 -1.57212

---

(7)
15
Properties=species:S:1:pos:R:3 method="wB97M-V/def2-TZVPD" homo_ev=-9.28 spin_multiplicity=1 e_lumo_ev=0.58
C 0.40550 1.35648 -0.17286
C -0.54662 0.73346 0.75125
C 1.23418 0.22325 0.16588
C 0.34128 -0.89738 -0.45845
C -0.61642 -0.91279 -1.52651
C -1.07359 -0.56196 0.00365
H -1.34535 1.26901 1.56287
H 1.14709 0.97557 2.12397
H 2.19060 0.35847 -0.04646
H 0.61681 -1.97758 -0.02420
H -0.68336 -0.25823 -2.50439
H -1.18849 -1.83703 -1.84289
H -1.59204 -1.28768 0.59999
N 0.64481 0.18960 1.52270
O 0.46560 2.62683 -0.15457

---

(8)
15
Properties=species:S:1:pos:R:3 method="wB97M-V/def2-TZVPD" homo_ev="-8.37 / -8.48" spin_multiplicity=1 e_lumo_ev="-0.33 / -0.54"
C 1.08152 0.83026 -0.68166
C 0.22066 1.58291 0.32156
C -0.56838 -2.01356 -0.26409
C -0.33700 -0.92261 0.83962
C -0.08318 0.20949 -0.02136
C -1.29562 -0.71049 -0.32736
N -3.38274 -0.06451 -0.37372
O -3.59979 1.04825 -0.15639
H 0.90514 1.19020 -1.75149
H 2.16838 0.58106 -0.43105
H 0.60281 1.82071 1.33070
H -0.34842 2.45299 -0.12398
H 0.41272 -2.09507 -0.83120
H -1.17739 -2.90993 -0.11124
H -0.35740 -0.94222 1.89953

---

Number 1: energy -9869.718 eV, maximum force 7.0 eV Å⁻¹. Number 2: energy -9867.327 eV, maximum force 0.6 eV Å⁻¹. Number 3: energy -9870.782 eV, maximum force 3.4 eV Å⁻¹. Number 4: energy -9867.903 eV, maximum force 5.9 eV Å⁻¹. Number 5: energy -9868.019 eV, maximum force 4.9 eV Å⁻¹. Number 6: energy -9871.203 eV, maximum force 3.3 eV Å⁻¹. Number 7: energy -9866.967 eV, maximum force 8.8 eV Å⁻¹. Number 8: energy -9864.786 eV, maximum force 2.5 eV Å⁻¹.